# 1
DFT (ωB97M-V with the def2-TZVPD basis set) results for a molecular structure, C27H43N3O2ScSi4.

Energy above the lowest of the compared OMol25 structures with the same formula, charge and spin (kJ/mol): 17.62
Strongest force on any atom (Eh/bohr): 0.00861
Gap between HOMO and LUMO (eV): 6.692
Total charge: +1
LUMO (eV): -3.45
Calculated total energy (eV): -89471.8730

CARTESIAN COORDINATES (ANGSTROEM)
1 Sc 0.1804 -1.2407 0.7896
2 C 3.9517 -2.6352 -0.9990
3 C 4.7472 -2.7729 0.1334
4 C 4.1826 -2.6502 1.3872
5 C 2.8155 -2.4121 1.5156
6 N 2.0567 -2.2672 0.4046
7 C 2.6165 -2.3678 -0.8117
8 C 2.1182 -2.2543 2.8143
9 C 2.7981 -2.4744 4.0115
10 C 2.1411 -2.3045 5.2180
11 C 0.8118 -1.9073 5.2341
12 C 0.1472 -1.6626 4.0385
13 C 0.7715 -1.8229 2.7979
14 H 4.3599 -2.7186 -1.9950
15 H 5.8076 -2.9621 0.0343
16 H 4.8032 -2.7307 2.2653
17 H 1.9532 -2.2223 -1.6572
18 H 3.8323 -2.7899 4.0267
19 H 2.6666 -2.4827 6.1466
20 H 0.3016 -1.7785 6.1801
21 H -0.8849 -1.3303 4.0879
22 O -4.7866 -1.0019 -5.4440
23 C -4.7167 -0.1754 -4.3160
24 N -3.9556 -0.7697 -3.2313
25 C -4.5629 -1.5126 -2.2773
26 O -5.7579 -1.7208 -2.2340
27 C -3.6744 -2.1181 -1.2163
28 C -4.2004 -3.1602 -0.4596
29 C -3.4468 -3.7144 0.5601
30 C -2.1952 -3.1928 0.8142
31 N -1.6830 -2.1746 0.1025
32 C -2.4107 -1.6538 -0.9007
33 H -5.4828 -1.6552 -5.3186
34 H -5.7020 0.0622 -3.9183
35 H -4.2096 0.7368 -4.6234
36 H -2.9567 -0.8215 -3.3459
37 H -5.2003 -3.5073 -0.6851
38 H -3.8235 -4.5293 1.1606
39 H -1.5732 -3.5761 1.6166
40 H -1.9570 -0.8192 -1.4263
41 C -1.2466 3.7221 1.4518
42 Si -1.4214 1.9803 0.7635
43 C -2.9651 1.9202 -0.3205
44 C -1.7225 0.8329 2.2528
45 Si 0.5112 1.1602 -0.2905
46 Si 0.6257 1.6925 -2.5649
47 C -0.7618 0.7900 -3.4856
48 C 0.4195 3.5409 -2.8447
49 C 2.2673 1.1167 -3.2852
50 Si 2.3212 2.0454 0.9354
51 C 2.5834 3.8849 0.6280
52 C 3.9104 1.1542 0.4356
53 C 2.0442 1.8029 2.7865
54 H -2.1729 4.0390 1.9373
55 H -1.0276 4.4308 0.6513
56 H -0.4442 3.7922 2.1876
57 H -3.8122 2.3327 0.2334
58 H -3.2391 0.9047 -0.6213
59 H -2.8442 2.5147 -1.2278
60 H -2.6061 1.1552 2.8110
61 H -0.8816 0.8400 2.9517
62 H -1.9493 -0.2093 1.9822
63 H -1.7364 0.9548 -3.0199
64 H -0.5597 -0.2862 -3.5235
65 H -0.8244 1.1453 -4.5172
66 H -0.5409 3.8948 -2.4645
67 H 0.4646 3.7789 -3.9103
68 H 1.2029 4.1097 -2.3416
69 H 2.4226 0.0467 -3.1286
70 H 3.1114 1.6429 -2.8363
71 H 2.2932 1.3030 -4.3615
72 H 2.7910 4.0912 -0.4237
73 H 3.4417 4.2362 1.2070
74 H 1.7168 4.4794 0.9209
75 H 4.2067 1.4194 -0.5812
76 H 3.8167 0.0668 0.4794
77 H 4.7246 1.4461 1.1040
78 H 1.2693 2.4806 3.1504
79 H 2.9652 2.0507 3.3212
80 H 1.7638 0.7877 3.0772



# 2
DFT (ωB97M-V with the def2-TZVPD basis set) results for 16 unconnected molecules or ions with the total composition C64H176N16O16 at a distorted geometry.

Energy above the lowest of the compared OMol25 structures with the same formula, charge and spin (kJ/mol): 342.64
Strongest force on any atom (Eh/bohr): 0.06638
Gap between HOMO and LUMO (eV): 9.125
Total charge: 0
LUMO (eV): 0.55
Calculated total energy (eV): -125813.3269

CARTESIAN COORDINATES (ANGSTROEM)
1 C -1.4069 -3.9468 -2.7172
2 C -1.2909 -4.7979 -1.3944
3 C -1.9716 -6.1339 -1.5462
4 O -1.7496 -6.9815 -0.4641
5 C -2.1307 -8.2882 -0.6633
6 N 0.1078 -4.9983 -0.9955
7 H -0.8979 -2.9431 -2.6604
8 H -2.4885 -3.7978 -2.8919
9 H -1.0434 -4.6014 -3.5274
10 H -1.7833 -4.2194 -0.6384
11 H -1.6092 -6.6014 -2.4724
12 H -3.0733 -6.0835 -1.7401
13 H -3.1910 -8.4805 -0.7079
14 H -1.7155 -8.8167 0.2217
15 H -1.6022 -8.6626 -1.5524
16 H 0.3365 -5.4662 -0.1292
17 H 0.7118 -5.2720 -1.7479
18 C -1.8213 3.3124 -3.4757
19 C -0.5211 3.9062 -3.0222
20 C -0.4410 4.1435 -1.5326
21 O -1.4837 4.8476 -1.0222
22 C -1.0700 6.2444 -0.9756
23 N 0.6360 3.0165 -3.2445
24 H -2.0602 2.3915 -2.9596
25 H -1.8251 3.0759 -4.5571
26 H -2.6447 3.9857 -3.2282
27 H -0.4364 4.9081 -3.5143
28 H 0.4822 4.7543 -1.4291
29 H -0.4204 3.1524 -1.0787
30 H -1.9854 6.7422 -0.6795
31 H -0.6520 6.6567 -1.9168
32 H -0.3373 6.2760 -0.1707
33 H 0.7072 2.7419 -4.2097
34 H 1.5311 3.3811 -2.9005
35 C -2.6866 -0.6222 -4.4731
36 C -3.9304 -1.0329 -3.6063
37 C -4.8273 0.1595 -3.3568
38 O -5.6534 -0.1708 -2.2865
39 C -6.4335 0.9433 -1.8905
40 N -4.6813 -2.2153 -4.1333
41 H -3.0097 0.0075 -5.2863
42 H -2.1588 -1.5034 -4.8531
43 H -2.0854 0.0745 -3.8569
44 H -3.4749 -1.3474 -2.6673
45 H -5.4295 0.4810 -4.2298
46 H -4.1181 0.9555 -3.0244
47 H -6.0067 1.5379 -1.0539
48 H -7.4216 0.5823 -1.6179
49 H -6.6653 1.7037 -2.6883
50 H -5.1298 -2.0169 -5.0158
51 H -5.4164 -2.5219 -3.4970
52 C 3.8980 0.9966 4.7463
53 C 4.4364 -0.4451 4.6436
54 C 3.4304 -1.5355 4.2282
55 O 2.1588 -1.3759 4.8491
56 C 2.1699 -1.8190 6.1767
57 N 5.6362 -0.6594 3.8000
58 H 3.4322 1.2825 3.7967
59 H 4.8525 1.4901 4.9907
60 H 3.2301 1.0191 5.6415
61 H 4.7982 -0.7599 5.6512
62 H 3.9694 -2.4843 4.4225
63 H 3.2186 -1.4184 3.1439
64 H 1.3021 -1.3836 6.6255
65 H 2.9404 -1.3281 6.7303
66 H 2.3353 -2.9169 6.3302
67 H 6.3750 -0.0706 4.1379
68 H 5.4681 -0.4692 2.8175
69 C 2.8168 5.3545 -4.1930
70 C 3.5503 4.8901 -5.4099
71 C 3.8947 3.3982 -5.5174
72 O 4.5543 3.0574 -4.2990
73 C 4.9429 1.6528 -4.3554
74 N 2.7588 5.2021 -6.6411
75 H 3.0013 6.4607 -4.0620
76 H 3.0620 4.9640 -3.2359
77 H 1.7461 5.2137 -4.2764
78 H 4.4927 5.4179 -5.5260
79 H 4.4840 3.2648 -6.4729
80 H 2.9904 2.7659 -5.5605
81 H 5.7505 1.5071 -5.0895
82 H 4.1866 0.9254 -4.6244
83 H 5.2608 1.3502 -3.3865
84 H 3.2942 5.1780 -7.4934
85 H 2.4284 6.1677 -6.5892
86 C -1.9888 -1.1223 5.2527
87 C -3.0345 -2.1142 5.6631
88 C -3.0189 -3.2415 4.6564
89 O -4.1066 -4.2020 4.9256
90 C -3.7467 -5.3084 4.1185
91 N -2.6935 -2.5766 7.0355
92 H -2.0333 -0.2148 5.9107
93 H -2.2708 -0.8292 4.2623
94 H -1.0077 -1.5378 5.1944
95 H -4.0141 -1.6365 5.6706
96 H -2.0662 -3.7719 4.8597
97 H -3.1253 -2.9287 3.6106
98 H -4.6015 -5.9833 4.0877
99 H -2.8040 -5.7259 4.4426
100 H -3.5021 -4.9880 3.1353
101 H -3.3999 -3.1798 7.3679
102 H -1.8115 -3.0619 6.9834
103 C 2.4808 2.6433 1.2888
104 C 2.7658 3.3743 -0.0411
105 C 2.8399 4.8510 0.2066
106 O 3.4382 5.4689 -0.9899
107 C 4.2046 6.6022 -0.7553
108 N 3.9702 2.8144 -0.7040
109 H 3.0661 3.0224 2.1416
110 H 2.6398 1.5488 1.1376
111 H 1.4964 2.9541 1.6440
112 H 1.8743 3.1508 -0.7116
113 H 3.5550 5.1034 1.0089
114 H 1.8689 5.3108 0.4886
115 H 5.1059 6.4380 -0.1725
116 H 3.8122 7.4259 -0.2187
117 H 4.5569 6.9163 -1.7177
118 H 4.4149 3.5191 -1.2668
119 H 3.6084 2.0916 -1.2723
120 C -3.4181 -1.2748 1.2387
121 C -4.8728 -1.5245 1.0416
122 C -5.2063 -2.6513 0.0483
123 O -4.8208 -3.8173 0.7429
124 C -5.0702 -5.0439 0.1047
125 N -5.4814 -1.7606 2.3899
126 H -3.0268 -0.7223 0.3676
127 H -2.7909 -2.1473 1.2564
128 H -3.2106 -0.6023 2.1046
129 H -5.3054 -0.6372 0.6072
130 H -4.5902 -2.5487 -0.8232
131 H -6.3037 -2.6523 -0.2208
132 H -5.0279 -4.9376 -1.0048
133 H -6.1625 -5.1505 0.1866
134 H -4.3683 -5.7555 0.5309
135 H -5.1188 -2.7244 2.5805
136 H -6.5143 -1.8829 2.2427
137 C -0.8892 2.3619 -7.6816
138 C 0.5426 2.0526 -7.1889
139 C 0.4226 0.8664 -6.2461
140 O 1.7215 0.4960 -5.6576
141 C 1.5664 -0.5349 -4.7218
142 N 1.3833 1.7659 -8.3149
143 H -0.8960 3.1850 -8.4757
144 H -1.5624 2.6907 -6.8709
145 H -1.2255 1.4538 -8.2255
146 H 0.9566 2.9174 -6.6018
147 H 0.0077 -0.0435 -6.6864
148 H -0.2644 1.1252 -5.3885
149 H 0.9196 -0.1196 -3.8860
150 H 2.5214 -0.8148 -4.3075
151 H 0.9796 -1.3700 -5.0896
152 H 2.2518 1.3295 -7.9760
153 H 1.6582 2.6776 -8.6929
154 C 4.8060 -2.6687 -3.6717
155 C 3.6293 -3.4133 -3.1914
156 C 3.9438 -4.8908 -2.9968
157 O 2.7917 -5.6664 -2.6657
158 C 3.0667 -7.0608 -2.5576
159 N 2.9528 -2.7074 -2.1474
160 H 5.4079 -3.1714 -4.4410
161 H 5.5978 -2.4626 -2.9542
162 H 4.5284 -1.7040 -4.1442
163 H 2.9675 -3.4102 -4.0987
164 H 4.5490 -4.8888 -2.0978
165 H 4.4540 -5.2833 -3.8326
166 H 4.0589 -7.3210 -2.1270
167 H 2.9920 -7.5085 -3.5522
168 H 2.3248 -7.5105 -1.9459
169 H 3.5519 -2.7286 -1.3300
170 H 2.1145 -3.2595 -1.8693
171 C 5.1130 -5.3312 1.9805
172 C 3.7249 -5.1792 1.4206
173 C 2.7475 -5.4052 2.5765
174 O 1.4434 -5.1136 2.0917
175 C 0.4141 -5.4190 3.0197
176 N 3.5037 -3.9365 0.7359
177 H 5.2689 -6.2509 2.5554
178 H 5.4245 -4.5120 2.6208
179 H 5.9666 -5.3519 1.3237
180 H 3.4456 -5.9994 0.7127
181 H 3.0001 -4.6407 3.4650
182 H 2.7835 -6.4856 2.8674
183 H 0.2205 -6.4654 3.0607
184 H -0.4732 -4.8825 2.5839
185 H 0.5972 -5.0652 4.0168
186 H 3.7685 -3.1041 1.3458
187 H 2.5173 -3.9047 0.5529
188 C -4.8949 1.8853 3.4979
189 C -5.0535 1.3729 4.8971
190 C -5.1561 2.4894 5.8701
191 O -3.9186 3.2165 5.9267
192 C -3.7570 4.1184 6.9968
193 N -6.2690 0.5812 5.0538
194 H -4.0492 2.5954 3.2594
195 H -5.8485 2.3287 3.2044
196 H -4.7939 1.0375 2.7836
197 H -4.1867 0.7203 5.1626
198 H -5.4249 2.1232 6.8444
199 H -5.9370 3.1682 5.5304
200 H -2.8316 4.6571 6.8584
201 H -3.7136 3.5872 7.9288
202 H -4.5333 4.9104 7.0807
203 H -6.1708 -0.2142 4.3622
204 H -7.0784 1.1384 4.7227
205 C -5.9146 5.7836 -0.9565
206 C -5.8452 4.3216 -0.4827
207 C -4.4045 3.9718 -0.1528
208 O -4.3055 2.5827 0.3182
209 C -2.9693 2.1890 0.4972
210 N -6.7867 4.0299 0.6330
211 H -6.9093 6.0815 -1.2009
212 H -5.1905 6.0290 -1.6992
213 H -5.6233 6.4883 -0.1554
214 H -6.1323 3.6462 -1.3302
215 H -3.8972 4.5934 0.5801
216 H -3.7249 4.1206 -1.0266
217 H -2.6478 1.5432 -0.4261
218 H -2.9021 1.5213 1.3561
219 H -2.1865 2.9410 0.3967
220 H -6.5598 3.1640 1.2073
221 H -6.5691 4.8478 1.2147
222 C -0.6382 5.1226 2.7371
223 C -1.4537 4.2563 3.6248
224 C -0.7411 3.7787 4.8492
225 O 0.3703 2.9539 4.4874
226 C 0.1875 1.5625 4.6211
227 N -2.6243 4.9385 4.0964
228 H -1.0664 5.3281 1.7330
229 H 0.3223 4.6118 2.5076
230 H -0.3694 6.1104 3.1654
231 H -1.6934 3.3599 3.0023
232 H -1.4736 3.2674 5.5466
233 H -0.3836 4.6777 5.4007
234 H 1.1729 1.0638 4.4676
235 H -0.5196 1.2473 3.8543
236 H -0.1624 1.2709 5.5869
237 H -3.0292 5.6648 3.5139
238 H -3.4002 4.3656 4.3578
239 C 7.0903 0.6189 -0.0900
240 C 6.0298 -0.3798 -0.4244
241 C 6.5281 -1.7233 -0.1200
242 O 7.5784 -2.0472 -1.0211
243 C 8.3076 -3.1616 -0.5365
244 N 4.8167 -0.1270 0.2903
245 H 7.0572 0.8481 1.0180
246 H 6.7325 1.6258 -0.5052
247 H 8.1458 0.3804 -0.4147
248 H 5.8233 -0.3055 -1.4901
249 H 5.7115 -2.4940 -0.1510
250 H 6.8534 -1.7329 0.9043
251 H 8.6571 -2.9540 0.5306
252 H 9.2599 -3.1654 -1.0901
253 H 7.7099 -4.0948 -0.6607
254 H 4.5593 0.8889 0.3228
255 H 3.9679 -0.4848 -0.1813
256 C -0.4452 0.2460 -1.5281
257 C 0.8588 0.2934 -0.6688
258 C 0.9077 -0.8443 0.2900
259 O -0.2158 -0.7449 1.1780
260 C -0.2479 -1.7524 2.1889
261 N 2.0622 0.2866 -1.4580
262 H -1.3633 0.3434 -0.8947
263 H -0.4434 -0.6761 -2.1047
264 H -0.4070 1.1201 -2.1754
265 H 0.8006 1.1663 -0.0414
266 H 1.8257 -0.8326 0.8678
267 H 0.8300 -1.7678 -0.3359
268 H -0.0913 -2.7372 1.7809
269 H -1.0934 -1.5495 2.7835
270 H 0.5988 -1.5788 2.8357
271 H 2.0009 1.0722 -2.1421
272 H 2.2034 -0.5547 -2.1101